# 1
This record from the Open Molecules 2025 dataset describes a 2-piece molecular cluster, C4H3P overall. The level of theory is wB97M-V/def2-TZVPD.

Output
**E_LUMO (alpha / beta)**: -1.63 / -1.66 eV
**E**: -13478.9739 eV
**Largest force on an atom**: 0.55 eV/A
**Relative energy (zero: lowest compared OMol25 entry of this formula, charge and spin)**: 37.8 kcal/mol

Last columns: bonded neighbours and bond lengths (Å).
Positions of all 8 atoms, in Å:
1 C 1.135 -0.767 -2.176  C3 1.222, H6 1.053
2 C -0.747 1.042 0.999  C4 1.195, H7 1.051
3 C 1.057 -1.284 -1.072  C1 1.222, P5 1.687
4 C -1.444 1.132 1.966  C2 1.195, H8 1.050
5 P 1.003 -1.992 0.458  C3 1.687
6 H 1.200 -0.318 -3.126  C1 1.053
7 H -0.111 0.933 0.170  C2 1.051
8 H -2.093 1.254 2.782  C4 1.050

# 2
This record from the Open Molecules 2025 dataset describes an isolated ion of composition C4H3S2 and charge -1. The level of theory is wB97M-V/def2-TZVPD.

Output
**Charge**: -1
**E_LUMO**: 3.65 eV
**E**: -25865.9286 eV
**Largest force on an atom**: 4.02 eV/A
**Relative energy (zero: lowest compared OMol25 entry of this formula, charge and spin)**: 29.7 kcal/mol
**SMILES string**: Cc1c([S-])c1=S

Last columns: bonded neighbours and bond lengths (Å).
Positions of all 9 atoms, in Å:
1 C -1.415 -0.138 -0.075  C2 1.460, H7 1.156, H8 1.135, H9 1.089
2 C 0.017 0.041 0.150  C1 1.460, C3 1.406, C5 1.407
3 C 1.126 0.904 0.165  C2 1.406, S4 1.646, C5 1.491
4 S 1.895 2.359 0.113  C3 1.646
5 C 1.280 -0.579 0.159  C2 1.407, C3 1.491, S6 1.950
6 S 2.199 -2.275 -0.130  C5 1.950
7 H -1.678 0.792 -0.710  C1 1.156
8 H -2.054 0.025 0.849  C1 1.135
9 H -1.371 -1.130 -0.522  C1 1.089

# 3
This record from the Open Molecules 2025 dataset describes one molecule with the formula C4H4. The level of theory is wB97M-V/def2-TZVPD.

Output
**E_LUMO (alpha / beta)**: 0.06 / 0.18 eV
**E**: -4206.0323 eV
**Largest force on an atom**: 4.33 eV/A
**Relative energy (zero: lowest compared OMol25 entry of this formula, charge and spin)**: 95.2 kcal/mol

Last columns: bonded neighbours and bond lengths (Å).
Positions of all 8 atoms, in Å:
1 C -0.006 0.753 0.501  C2 1.521, C3 1.526, C4 1.487, H5 1.005
2 C 1.051 -0.021 -0.273  C1 1.521, C4 1.483, H6 1.063
3 C -1.041 -0.034 -0.296  C1 1.526, C4 1.477, H7 1.124
4 C -0.003 -0.734 0.488  C1 1.487, C2 1.483, C3 1.477, H8 0.997
5 H 0.211 1.523 1.110  C1 1.005
6 H 1.087 -0.002 -1.336  C2 1.063
7 H -1.503 -0.015 -1.321  C3 1.124
8 H 0.205 -1.470 1.128  C4 0.997